No. 1
The following is a quantum chemistry calculation of a gas-phase ion, C8H10N3O2 (charge +1) at a distorted geometry, from the OMol25 dataset.

Output
- LUMO level: -5.1 eV
- Total charge: +1
- HOMO-LUMO gap: 0.3127 Ha
- Structure (SMILES): C/N=C(\[O-])[N+]1=C(C)C=C(C)[N+]1=C=O
- Spin multiplicity: 1
- HOMO energy: -13.6 eV

Each line ends with the Löwdin charge.
Cartesian coordinates (Å):
O 2.06 1.91 0.10  0.156
O 0.78 -2.88 0.29  0.270
N -0.28 -0.74 0.12  0.081
N 2.14 -0.41 0.17  0.036
N 0.08 0.60 0.12  0.122
C -2.48 -1.99 0.01  0.018
C 1.60 0.83 0.09  -0.439
C -2.11 0.52 0.20  0.099
C 3.54 -0.82 -0.04  -0.035
C 0.62 -1.73 0.24  -0.127
C -0.87 2.85 -0.26  0.036
C -1.66 -0.78 0.23  -0.166
C -0.97 1.38 0.02  -0.138
H 4.10 -0.67 0.83  0.059
H -3.44 -1.99 0.54  0.114
H -2.74 -1.94 -1.10  0.142
H -1.50 3.05 -1.07  0.078
H 3.54 -1.91 -0.37  0.113
H -1.43 3.45 0.54  0.134
H 0.11 3.38 -0.29  0.110
H 4.00 -0.10 -0.81  0.124
H -2.02 -2.95 0.19  0.083
H -3.06 0.96 0.25  0.129

No. 2
The following is a quantum chemistry calculation of 3 unconnected molecules or ions with the total composition C31H44BCl3F9N2O14PS2 at a distorted geometry, from the OMol25 dataset.

Output
- LUMO level: -1.9 eV
- Total charge: 0
- HOMO-LUMO gap: 0.2444 Ha
- Structure (SMILES): C[C@H](Cl)[C@H](Cl)c1c(P(O)O)c2c(c(Cl)c1S(C)(=O)=O)C(=O)C(S(=O)(=O)C(F)(F)C(F)(F)C(F)(F)C(F)(F)F)=C(CB(O)O)C2=O.COCCNCCOC.COCCNCCOC
- Spin multiplicity: 1
- HOMO energy: -8.6 eV

Each line ends with the Löwdin charge.
Cartesian coordinates (Å):
Cl -1.30 -3.80 -4.03  0.876
Cl -6.16 -9.07 -4.25  0.652
Cl -6.58 -5.94 -4.46  0.699
S -3.18 -6.02 -5.06  0.616
S -1.94 0.17 -0.77  0.794
P -6.22 -5.16 -0.13  0.971
F 3.86 0.08 -1.31  0.186
F -0.11 2.39 -0.59  0.149
F 0.07 -0.89 0.63  0.143
F -1.01 0.74 1.58  0.126
F 3.59 1.81 -0.02  0.179
F 1.30 -0.31 -1.63  0.163
F 2.96 -0.17 0.65  0.172
F 1.81 1.78 -2.02  0.167
F 1.18 1.80 1.06  0.139
O -2.92 1.11 -0.34  -0.231
O 7.12 3.02 4.55  -0.177
O -0.65 -2.56 -1.51  0.111
O -7.48 -4.91 -1.16  -0.289
O 1.51 10.20 -0.46  -0.179
O -4.05 -7.13 -5.32  -0.365
O 1.75 5.63 -0.63  -0.190
O -1.39 0.25 -2.10  -0.237
O -3.16 -4.93 -6.00  -0.322
O -6.41 -1.65 -0.09  0.158
O 7.17 -1.57 4.67  -0.196
O -6.03 0.73 0.19  0.197
O -6.25 -6.81 0.00  -0.269
O -4.19 -3.79 1.36  0.125
N 5.15 0.59 4.49  -0.047
N -0.37 7.70 -0.45  -0.050
C 0.55 1.36 -0.06  -0.346
C -3.52 -5.28 -3.44  -0.196
C -2.77 -3.64 -1.81  -0.082
C -4.78 -4.95 -1.37  -0.155
C -5.47 -8.10 -2.92  -0.731
C -4.03 -8.54 -2.66  -0.117
C 1.79 5.33 0.75  -0.108
C 4.93 1.98 4.08  -0.198
C -3.54 -1.80 0.28  -0.087
C -5.75 -6.56 -3.01  -0.653
C 6.13 2.76 3.56  -0.228
C -2.61 -4.28 -3.03  -0.508
C -1.84 -2.56 -1.33  -0.329
C 3.05 0.65 -0.41  -0.537
C -3.84 -4.00 -0.99  -0.086
C -0.50 0.30 0.41  -0.448
C 5.55 -0.30 3.41  -0.215
C 0.45 5.53 -1.22  -0.220
C 2.54 9.23 -0.48  -0.101
C 7.04 -1.84 6.05  -0.119
C -0.68 9.10 -0.75  -0.203
C -4.63 -5.60 -2.62  -0.190
C 5.95 -1.65 3.94  -0.217
C 8.10 2.01 4.70  -0.101
C -4.34 -0.94 1.19  0.006
C -1.54 -6.72 -4.88  -0.152
C -3.91 -3.27 0.32  -0.314
C 0.42 9.96 -1.34  -0.230
C -2.53 -1.48 -0.54  -0.123
C 1.65 0.85 -1.06  -0.339
C -0.06 6.89 -1.62  -0.214
B -5.66 -0.57 0.38  -0.616
H 8.05 -1.84 6.47  0.088
H -3.82 -0.06 1.56  0.114
H 5.15 -2.07 4.56  0.122
H 3.47 9.74 -0.22  0.087
H -4.06 -9.56 -2.26  0.084
H 5.77 3.75 3.25  0.120
H 4.53 2.52 4.94  0.119
H 0.42 7.67 0.18  0.071
H 7.82 1.27 5.46  0.072
H 2.65 8.78 -1.47  0.089
H -6.05 -8.44 -2.06  0.078
H -1.00 9.56 0.19  0.118
H -3.43 -8.57 -3.56  0.052
H 2.84 5.34 1.05  0.090
H 6.40 0.09 2.83  0.110
H 6.11 -2.33 3.10  0.122
H -6.66 -1.57 -1.01  0.117
H -1.54 9.12 -1.43  0.117
H 6.58 -2.81 6.23  0.087
H -1.64 -7.79 -5.00  0.067
H 0.70 7.35 -2.27  0.108
H 6.59 2.30 2.68  0.111
H 0.79 9.57 -2.29  0.110
H 8.30 1.49 3.76  0.088
H 5.85 0.57 5.21  0.074
H -0.01 10.94 -1.55  0.120
H 2.37 8.44 0.26  0.072
H 4.70 -0.42 2.72  0.111
H 4.16 1.99 3.30  0.112
H 1.38 4.34 0.96  0.069
H -6.51 -6.42 -2.27  0.018
H -8.03 -5.70 -1.27  0.064
H -1.12 -6.46 -3.91  0.050
H -0.93 -6.26 -5.65  0.067
H -0.25 5.04 -0.53  0.117
H -4.65 -1.58 2.02  0.132
H 0.55 4.90 -2.11  0.121
H 1.25 6.07 1.35  0.083
H -3.56 -7.93 -1.89  0.085
H -6.41 0.89 -0.68  0.117
H 9.02 2.50 5.04  0.087
H -5.49 -7.24 -0.40  0.039
H 6.45 -1.07 6.56  0.081
H -0.97 6.76 -2.22  0.124

No. 3
The following is a quantum chemistry calculation of a molecular structure, C14H24AgO8S2 at a distorted geometry, from the OMol25 dataset.

Output
- LUMO level: 5.6 eV
- Total charge: -3
- HOMO-LUMO gap: 0.1312 Ha
- Spin multiplicity: 1
- HOMO energy: 2.0 eV

Each line ends with the Löwdin charge.
Cartesian coordinates (Å):
Ag 1.01 0.61 1.09  0.743
S 2.30 0.76 -2.16  0.835
S 0.21 -3.16 1.01  0.854
O 2.60 0.31 -0.71  -0.606
O 0.65 -1.71 0.88  -0.597
O -3.75 -1.67 -2.63  -0.156
O -6.23 -0.18 -2.12  -0.172
O 1.01 3.09 0.91  -0.361
O -1.65 1.10 0.38  -0.010
O -0.16 0.81 3.32  -0.329
O -3.98 1.90 1.42  -0.034
C -2.63 0.62 -0.17  -0.350
C -4.03 1.24 0.37  -0.355
C 2.76 3.90 -0.71  -0.122
C -5.18 0.83 -0.37  -0.067
C 1.35 -4.29 0.05  -0.276
C -5.14 -0.03 -1.39  -0.416
C 0.57 -0.07 4.04  -0.597
C 0.52 1.34 -2.24  -0.223
C -1.18 -3.36 -0.16  -0.258
C 2.04 0.31 4.29  -0.149
C 2.36 3.31 0.74  -0.542
C -3.85 -0.72 -1.75  -0.421
C -2.66 -0.35 -1.22  -0.073
C 2.08 -0.70 -3.21  -0.292
H 2.01 3.59 -1.44  0.015
H -1.76 -0.86 -1.52  0.065
H -2.02 -2.77 0.20  0.055
H 2.52 -0.56 4.76  0.023
H 0.62 -0.98 3.44  0.041
H 0.95 -5.30 0.06  0.029
H -6.10 1.37 -0.15  0.084
H 2.83 4.99 -0.73  0.028
H -0.12 0.48 -2.04  0.027
H 2.37 -4.30 0.43  0.036
H 2.75 3.92 1.55  0.048
H 1.34 -3.96 -0.99  0.032
H 0.01 -0.22 4.96  0.061
H 2.22 1.12 5.00  0.042
H 1.76 -1.54 -2.59  0.039
H 3.65 3.43 -1.11  0.020
H -0.99 -2.94 -1.15  0.052
H 1.38 -0.67 -4.05  0.050
H 2.63 0.39 3.38  0.034
H 3.03 -0.99 -3.66  0.024
H 2.97 2.44 1.00  0.035
H -1.52 -4.39 -0.17  0.042
H 0.21 2.18 -1.61  0.047
H 0.26 1.70 -3.24  0.045

Question: What is the total charge in the first record?
Answer: +1